1.
{
  "formula": "C4H7O2",
  "method": "ωB97M-V/def2-TZVPD",
  "symbols": ["O", "O", "C", "C", "C", "C", "H", "H", "H", "H", "H", "H", "H"],
  "coordinates": [[0.5965, 1.3769, -0.4866], [0.0085, 0.1731, -2.3485], [-0.7109, -0.4067, 1.2875], [0.1638, 0.3898, -1.1058], [-0.4099, -0.7955, -0.2400], [0.4086, -0.5460, 2.2681], [-1.6670, -0.5839, 1.5770], [1.2138, 0.1295, 1.8034], [-1.0033, 0.6751, 1.2993], [0.6523, -1.6986, 2.5062], [0.3418, -0.0224, 3.3410], [0.3227, -1.5864, -0.4072], [-1.4095, -1.1633, -0.6967]],
  "nbo_charge": [-0.780, -0.803, -0.445, 0.767, -0.524, -0.624, 0.187, 0.247, 0.215, 0.179, 0.183, 0.201, 0.198],
  "charge": -1,
  "smiles": "CCCC(=O)[O-]",
  "relative_energy_kcal_mol": 31.0,
  "homo_lumo_gap_ev": 7.97,
  "homo_ev": -3.8,
  "spin_multiplicity": 1,
  "max_force_ev_per_a": 4.050
}

2.
{
  "formula": "C37H24BrIIrN6O4S2",
  "method": "ωB97M-V/def2-TZVPD",
  "symbols": ["Ir", "I", "Br", "S", "S", "O", "O", "O", "O", "N", "N", "N", "N", "N", "N", "C", "C", "C", "C", "C", "C", "C", "C", "C", "C", "C", "C", "C", "C", "C", "C", "C", "C", "C", "C", "C", "C", "C", "C", "C", "C", "C", "C", "C", "C", "C", "C", "C", "C", "C", "C", "C", "H", "H", "H", "H", "H", "H", "H", "H", "H", "H", "H", "H", "H", "H", "H", "H", "H", "H", "H", "H", "H", "H", "H", "H"],
  "coordinates": [[0.1171, 0.1719, 0.1327], [1.9533, 1.0748, 1.7618], [-1.8032, 4.2951, -5.3880], [-0.0628, -2.0546, 0.6681], [-0.9416, -1.3129, 3.2764], [-1.2854, -0.1607, -1.3645], [-3.0404, -0.2388, -0.0424], [0.1105, 2.1496, -0.9933], [-0.4368, 2.7747, 2.1141], [4.4475, -2.6719, 6.1197], [-3.4784, -1.3962, -2.7024], [-3.3032, -0.9087, -4.8737], [-3.9086, 0.8182, 1.7578], [-1.7036, 1.2223, 1.0348], [5.5229, -4.1242, 2.4893], [-4.5918, -2.9108, -5.6918], [-2.8689, 0.5922, 0.9042], [4.4934, -3.6431, 2.6597], [1.5466, -2.0336, 4.3154], [-2.6381, 2.4668, 2.8837], [2.4420, -1.7632, -2.9130], [-1.6426, 2.8902, -4.1338], [-5.2797, -4.0247, -5.2596], [1.4293, -1.1244, -2.1650], [3.1979, -3.0557, 2.8587], [-1.5142, 2.1925, 2.0015], [1.0882, -2.3556, 1.9706], [4.0483, -1.1979, -1.2211], [-0.8185, 3.0792, -3.0325], [-4.8481, -3.5169, -2.9208], [4.7059, -0.0160, 1.2385], [1.6753, -0.5024, -0.9602], [2.8074, -2.5826, 4.1205], [-1.4216, 0.8729, -2.2784], [-2.9979, -0.5405, -3.6588], [-2.2408, 0.6978, -3.3855], [0.6703, -1.9388, 3.2385], [-2.3418, 1.7226, -4.3280], [-5.4092, -4.3216, -3.8909], [-5.1270, 0.0289, 1.6080], [-4.0232, -2.0812, -4.7242], [-4.1494, -2.3985, -3.3680], [-3.7685, 1.7637, 2.7447], [2.3254, -2.9426, 1.7813], [-0.6992, 2.0580, -2.1063], [5.3662, -1.2645, -0.7022], [3.4387, 0.0484, 0.7429], [3.7183, -2.6452, 5.2327], [0.8064, 3.3910, -0.8072], [3.7235, -1.8042, -2.4563], [5.6915, -0.6997, 0.4949], [3.0313, -0.5351, -0.4822], [-4.9477, -3.7455, -1.8678], [-4.6294, 1.8967, 3.3848], [6.1163, -1.7928, -1.2779], [-4.4879, -2.6771, -6.7428], [1.2550, -1.6917, 5.2989], [1.3193, 3.3207, 0.1408], [4.5043, -2.3020, -3.0180], [-3.4141, -1.2872, -1.7051], [4.9596, 0.4411, 2.1863], [-5.8340, 0.3461, 2.3696], [-5.9627, -5.2024, -3.5932], [-5.7353, -4.6862, -5.9844], [-5.5577, 0.1802, 0.6206], [-2.9655, 1.5691, -5.1958], [2.1808, -2.2433, -3.8478], [1.5151, 3.5386, -1.6225], [-4.9054, -1.0293, 1.7319], [0.4275, -1.1440, -2.5701], [0.0891, 4.2090, -0.7583], [-2.5211, 3.2131, 3.6527], [-0.2873, 4.0099, -2.9205], [-2.1692, -0.1711, -0.6977], [6.6972, -0.7733, 0.8857], [2.6318, -3.2795, 0.7989]],
  "lowdin_spin": [0.005, 0.000, 0.000, 0.330, 0.556, -0.001, 0.000, -0.001, 0.000, 0.001, 0.000, 0.000, 0.000, 0.004, -0.002, 0.000, 0.001, 0.000, 0.011, 0.000, 0.000, 0.000, 0.000, 0.007, -0.002, 0.000, 0.014, 0.000, 0.000, 0.000, 0.000, 0.012, 0.002, 0.000, 0.000, 0.000, 0.045, 0.000, 0.000, 0.000, 0.000, 0.000, 0.000, 0.006, 0.000, 0.000, 0.000, 0.000, 0.000, 0.001, 0.000, 0.001, 0.000, 0.000, 0.000, 0.000, 0.004, 0.000, 0.000, 0.000, 0.000, 0.000, 0.000, 0.000, 0.000, 0.000, 0.000, 0.000, 0.000, 0.000, 0.000, 0.000, 0.000, 0.000, 0.000, 0.003],
  "charge": 0,
  "relative_energy_kcal_mol": 15.7,
  "homo_lumo_gap_ev": [7.48, 6.19],
  "homo_ev": [-8.2, -8.2],
  "spin_multiplicity": 2,
  "s_squared": 0.757,
  "max_force_ev_per_a": 3.353
}

3.
{
  "formula": "C31H51NO5RbSSi3",
  "method": "ωB97M-V/def2-TZVPD",
  "symbols": ["Rb", "S", "Si", "Si", "Si", "O", "O", "O", "O", "O", "N", "C", "C", "C", "C", "C", "C", "C", "C", "C", "C", "C", "C", "C", "C", "C", "C", "C", "C", "C", "C", "C", "C", "C", "C", "C", "C", "C", "C", "C", "C", "C", "H", "H", "H", "H", "H", "H", "H", "H", "H", "H", "H", "H", "H", "H", "H", "H", "H", "H", "H", "H", "H", "H", "H", "H", "H", "H", "H", "H", "H", "H", "H", "H", "H", "H", "H", "H", "H", "H", "H", "H", "H", "H", "H", "H", "H", "H", "H", "H", "H", "H", "H"],
  "coordinates": [[-0.0481, -0.6791, -0.1416], [-2.6872, 2.2152, -3.7325], [1.6605, 1.3259, 2.2482], [-1.1742, 0.4295, 3.2536], [-0.8157, 3.1162, 1.6281], [-0.0511, -3.5820, 0.4818], [0.3167, -3.0254, -2.1443], [2.2041, -1.1552, -2.2917], [2.6431, -3.1274, -0.3059], [2.0915, -0.2506, 1.8300], [-0.8908, 0.8635, -2.4309], [-0.1700, 1.4220, 2.0448], [1.7141, 2.9451, -3.9726], [1.0232, -4.2563, 1.0666], [-0.4625, 3.5842, -4.7918], [-0.2114, 1.7792, -3.1653], [-0.2152, 3.8137, -0.0579], [-2.7713, -1.0631, -1.2552], [1.5028, -1.4687, -3.4643], [-2.1728, 0.9400, -2.5628], [1.1693, 1.9698, -3.1642], [3.3902, -3.1712, -1.4900], [0.9137, 3.7349, -4.7914], [-2.7236, 3.2449, 1.4622], [2.2753, -4.3869, 0.1878], [0.7877, -2.8330, -3.4445], [3.3710, -0.7476, 2.0361], [2.7069, 2.4362, 1.0867], [-0.3043, 4.5225, 2.8529], [-2.9676, 0.0211, 2.6912], [-5.4937, -0.0798, -1.3155], [-1.0162, 2.6148, -3.9776], [-5.1707, -1.2641, -0.6574], [-3.8563, -1.6855, -0.5992], [-0.2624, -4.2721, -1.9015], [-0.3733, -1.2759, 3.6533], [-1.4244, 1.1742, 5.0281], [2.4730, 1.6247, 3.9797], [-4.4849, 0.6318, -1.9152], [-3.1629, 0.1550, -1.8967], [-0.8311, -4.2566, -0.4687], [3.4478, -1.7623, -2.0963], [-0.7609, 4.7075, -0.3527], [-1.9992, 0.5169, 5.6769], [-1.0894, -4.4721, -2.5993], [3.0911, -4.8171, 0.7958], [4.4238, -3.5165, -1.2976], [3.4743, -1.6954, 1.5059], [3.5627, -0.9178, 3.1023], [0.3469, -1.1631, 4.4565], [3.7749, 2.2421, 1.1567], [2.2211, 0.8102, 4.6510], [2.9292, -3.8779, -2.1941], [3.5587, 1.7058, 3.9514], [-6.5172, 0.2811, -1.3406], [0.4806, -5.0830, -2.0392], [1.3649, 4.4818, -5.4290], [-3.6521, -2.5938, -0.0296], [-3.3175, -0.9185, 3.1124], [1.4664, -3.6548, -3.7439], [-0.0373, -2.8119, -4.1765], [-0.5699, 4.2671, 3.8723], [2.0808, -5.0821, -0.6400], [-1.7533, -3.6720, -0.5074], [-0.7497, 5.4868, 2.6249], [-1.9501, 2.1242, 4.9717], [2.4123, 2.2943, 0.0528], [2.5524, 3.4793, 1.3300], [0.7748, 4.6433, 2.8240], [1.2888, -3.6515, 1.9388], [0.7348, -0.6951, -3.5296], [1.7812, 1.3593, -2.5169], [0.7292, -5.2663, 1.4027], [-3.0961, 2.4696, 0.7997], [0.1580, -1.6606, 2.7907], [-0.4691, 1.3524, 5.5090], [-1.0963, -2.0283, 3.9604], [-3.6632, 0.7955, 2.9974], [-1.0973, 4.2069, -5.4071], [4.0153, -1.8109, -3.0409], [-3.0187, 4.2033, 1.0406], [-1.0428, -5.2910, -0.1534], [2.0853, 2.5356, 4.4232], [-4.7015, 1.5918, -2.3755], [-0.3496, 3.0764, -0.8418], [-3.0331, -0.0586, 1.6105], [-3.2274, 3.1324, 2.4158], [3.9718, -1.1123, -1.3888], [2.7828, 3.1036, -3.9703], [0.8349, 4.0728, -0.0337], [4.1359, -0.0587, 1.6628], [-5.9621, -1.8403, -0.1837], [2.1677, -1.4126, -4.3420]],
  "nbo_charge": [0.862, 0.299, 1.978, 1.703, 1.705, -0.524, -0.538, -0.525, -0.535, -0.928, -0.508, -2.018, -0.213, -0.074, -0.223, 0.111, -1.111, -0.362, -0.086, 0.186, -0.224, -0.078, -0.234, -1.107, -0.083, -0.081, -0.235, -1.149, -1.114, -1.112, -0.272, -0.215, -0.213, -0.289, -0.079, -1.111, -1.109, -1.156, -0.208, -0.162, -0.080, -0.072, 0.217, 0.212, 0.180, 0.167, 0.163, 0.181, 0.159, 0.216, 0.216, 0.222, 0.162, 0.214, 0.195, 0.143, 0.203, 0.166, 0.218, 0.145, 0.182, 0.219, 0.160, 0.229, 0.214, 0.216, 0.226, 0.228, 0.213, 0.205, 0.225, 0.231, 0.161, 0.236, 0.226, 0.216, 0.217, 0.222, 0.210, 0.161, 0.218, 0.157, 0.232, 0.191, 0.226, 0.240, 0.218, 0.198, 0.204, 0.218, 0.154, 0.189, 0.161],
  "charge": -1,
  "homo_lumo_gap_ev": 5.53,
  "homo_ev": -3.8,
  "spin_multiplicity": 1,
  "max_force_ev_per_a": 1.630
}

4.
{
  "formula": "ClFO3P",
  "method": "ωB97M-V/def2-TZVPD",
  "symbols": ["Cl", "P", "F", "O", "O", "O"],
  "coordinates": [[2.5012, -0.1688, -0.0573], [-0.3109, 0.3655, -0.1737], [-0.8261, -2.1982, 0.2213], [-1.3005, 1.1050, 0.5989], [-0.1039, 0.3835, -1.6205], [1.1022, 0.3947, 0.6791]],
  "nbo_charge": [0.256, 2.490, -0.834, -1.050, -1.060, -0.802],
  "charge": -1,
  "relative_energy_kcal_mol": 59.8,
  "homo_lumo_gap_ev": 8.61,
  "homo_ev": -5.7,
  "spin_multiplicity": 1,
  "max_force_ev_per_a": 2.310
}